# 1
Density functional theory data (ωB97M-V/def2-TZVPD) for a cluster of 2 separate species, C14H16O in total in a non-equilibrium geometry.

Last column: Mulliken charge in e.
Atoms and positions in Å:
O 2.23 0.94 3.53  -0.53
C -1.50 1.94 -1.50  0.91
C 1.50 -0.62 0.43  0.01
C -1.54 -0.40 -1.88  -0.31
C 2.48 -1.40 2.87  -0.72
C -2.84 -0.55 -1.35  -0.54
C 1.45 -1.99 0.76  -0.02
C -0.60 3.14 -1.48  -1.32
C 2.05 -2.33 1.94  -0.13
C 0.81 -2.82 -0.30  -1.08
C -3.49 0.62 -1.02  -0.48
C -0.84 0.78 -1.97  -0.61
C 2.03 0.35 1.25  -0.88
C -2.74 1.81 -0.90  -0.53
C 2.23 -0.05 2.61  0.84
H -0.41 3.31 -2.54  0.33
H 2.04 1.39 0.98  0.36
H 1.96 1.81 3.29  0.31
H 1.26 -2.98 -1.27  0.31
H 2.79 -1.47 3.91  0.32
H 0.11 0.85 -2.50  0.45
H -1.09 -1.31 -2.29  0.48
H -1.10 3.97 -0.96  0.36
H -4.49 0.64 -0.62  0.36
H -3.18 -1.54 -1.09  0.37
H -0.20 -2.39 -0.41  0.14
H 0.35 3.14 -0.92  0.23
H 1.19 -0.28 -0.56  0.35
H 2.13 -3.39 2.22  0.33
H 0.60 -3.82 0.10  0.36
H -3.17 2.65 -0.34  0.31

Molar mass (g/mol): 200.28
2S+1: 1
Net charge: 0
SMILES: Cc1ccc(O)cc1.Cc1ccccc1
Relative energy (zero: lowest compared OMol25 entry of this formula, charge and spin) (eV): 1.7922
Frontier orbital gap (eV): 8.83
F_max (eV Å⁻¹): 3.6
E (eV): -16823.4430
Lowest unoccupied orbital energy (eV): 0.68


# 2
Density functional theory data (ωB97M-V/def2-TZVPD) for a cluster of 2 separate species, C14H16O in total in a non-equilibrium geometry.

Last column: Mulliken charge in e.
Atoms and positions in Å:
O 0.53 3.11 -1.08  -0.58
C 0.75 -0.89 -0.02  0.09
C -2.54 1.31 -0.15  -0.43
C -3.71 -0.83 -1.04  -1.47
C -2.59 0.22 -1.12  0.88
C -1.65 2.42 -0.25  -0.60
C 0.84 -0.69 1.34  -0.65
C -0.75 1.37 -2.23  -0.47
C 1.69 -1.41 -0.88  -0.69
C 2.93 -1.66 -0.32  -0.27
C 2.40 -0.82 3.29  -1.19
C -0.67 2.33 -1.21  0.73
C 3.12 -1.25 0.96  -0.53
C 2.11 -0.87 1.84  0.86
C -1.66 0.23 -2.23  -0.53
H -4.63 -0.38 -1.22  0.40
H -0.13 -0.50 -0.36  0.53
H 1.55 -1.47 -2.00  0.30
H -1.55 -0.45 -3.10  0.29
H -0.04 -0.44 1.98  0.35
H 2.10 0.09 3.83  0.28
H -3.61 -1.29 -0.04  0.34
H -1.56 3.38 0.34  0.21
H -3.17 1.24 0.79  0.28
H 1.78 -1.67 3.69  0.29
H -0.10 1.58 -3.11  0.31
H -3.46 -1.71 -1.71  0.32
H 3.47 -1.17 3.72  0.28
H 4.18 -1.37 1.46  0.16
H 3.87 -2.30 -0.79  0.20
H 0.51 3.88 -0.38  0.32

Molar mass (g/mol): 200.28
2S+1: 1
Net charge: 0
SMILES: Cc1ccc(O)cc1.Cc1ccccc1
Relative energy (zero: lowest compared OMol25 entry of this formula, charge and spin) (eV): 3.0391
Frontier orbital gap (eV): 9.15
F_max (eV Å⁻¹): 4.1
E (eV): -16822.1961
Lowest unoccupied orbital energy (eV): 0.75


> net charge of number 2 (C14H16O)?

0